a | This record from OMol25 describes an isolated molecule of C5H3NO. The level of theory is the ωB97M-V functional and the def2-TZVPD basis.

Structure (XYZ):
```
10
Properties=species:S:1:pos:R:3:lowdin_charge:R:1
N 3.16 -0.51 0.03 0.1488
C 2.02 -0.29 -0.07 -0.1728
C 0.62 -0.02 -0.07 -0.2259
C 0.06 1.20 0.19 -0.0556
O -1.28 1.08 0.21 0.0233
C -1.58 -0.22 -0.03 -0.0998
C -0.46 -0.95 -0.22 -0.0079
H 0.48 2.17 0.37 0.1430
H -2.63 -0.46 0.01 0.1270
H -0.39 -2.00 -0.43 0.1199
```

Calculated values
Lowest unoccupied orbital energy   0.79 eV
E_HOMO   -9.66 eV

=====

b | This record from OMol25 describes an isolated molecule of C5H3NO. The level of theory is the ωB97M-V functional and the def2-TZVPD basis.

Structure (XYZ):
```
10
Properties=species:S:1:pos:R:3:lowdin_charge:R:1
C 2.57 -0.13 0.37 0.1184
C 1.42 0.25 0.29 -0.1026
C -0.01 0.33 0.08 -0.1905
C -1.07 1.19 0.12 0.0108
O -2.26 0.44 -0.25 -0.0908
N -1.95 -0.85 -0.51 0.0243
C -0.68 -1.00 -0.35 -0.0731
H 3.59 -0.45 0.45 0.0352
H -1.38 2.23 0.33 0.1361
H -0.24 -2.01 -0.53 0.1321
```

Calculated values
Lowest unoccupied orbital energy   0.77 eV
E_HOMO   -9.68 eV

=====

c | This record from OMol25 describes an isolated molecule of C5H3NO. The level of theory is the ωB97M-V functional and the def2-TZVPD basis.

Structure (XYZ):
```
10
Properties=species:S:1:pos:R:3:lowdin_charge:R:1
C 1.69 0.22 0.39 0.0722
C 1.28 -0.46 1.39 0.0157
C 0.02 -0.22 0.52 -0.3522
C -0.50 0.98 0.08 -0.1046
O -1.42 0.78 -0.86 -0.0224
N -1.60 -0.58 -1.03 0.0853
C -0.77 -1.17 -0.22 -0.0736
H 1.69 0.98 -0.38 0.0964
H -0.34 1.99 0.42 0.1533
H -0.79 -2.25 -0.15 0.1298
```

Calculated values
Lowest unoccupied orbital energy   0.50 eV
E_HOMO   -9.36 eV

=====

Q: Which of them is the least stable? A: c.